Version 1
This record from the OMol25 dataset describes a cluster of 2 separate species, C4H12 in total. The level of theory is wB97M-V/def2-TZVPD.

Values from the calculation:
* charge: 0
* SMILES: CC.CC
* E_LUMO: 1.135 eV
* frontier orbital gap: 12.401 eV

XYZ file:
```
16
C4H12 | the OMol25 dataset | wB97M-V/def2-TZVPD
C -1.064 0.993 -0.065
C -2.263 1.924 0.143
H -0.298 1.672 -0.513
H -0.602 0.727 0.901
H -1.362 0.239 -0.814
H -2.976 1.695 0.950
H -2.853 2.010 -0.767
H -2.021 2.930 0.521
C 1.867 -1.543 0.677
C 1.455 -1.416 -0.773
H 1.008 -1.250 1.341
H 2.104 -2.538 1.058
H 2.693 -0.887 0.972
H 0.630 -2.032 -1.116
H 1.461 -0.338 -0.947
H 2.257 -1.826 -1.427
```

Version 2
This record from the OMol25 dataset describes a cluster of 2 separate species, C4H12 in total. The level of theory is wB97M-V/def2-TZVPD.

Values from the calculation:
* charge: 0
* SMILES: CC.CC
* E_LUMO: 1.166 eV
* frontier orbital gap: 12.745 eV

XYZ file:
```
16
C4H12 | the OMol25 dataset | wB97M-V/def2-TZVPD
C -0.017 1.485 -2.180
C -0.845 0.661 -1.205
H -0.463 2.472 -2.335
H 0.967 1.658 -1.770
H -0.001 1.109 -3.198
H -1.194 1.274 -0.374
H -1.724 0.228 -1.690
H -0.313 -0.198 -0.805
C 0.057 -1.745 1.759
C 0.839 -0.437 1.701
H 0.415 -2.367 2.577
H -1.030 -1.678 1.783
H 0.194 -2.312 0.833
H 1.607 -0.253 2.442
H 0.216 0.462 1.724
H 1.291 -0.359 0.738
```

Version 3
This record from the OMol25 dataset describes a cluster of 2 separate species, C4H12 in total. The level of theory is wB97M-V/def2-TZVPD.

Values from the calculation:
* charge: 0
* SMILES: CC.CC
* E_LUMO: 1.158 eV
* frontier orbital gap: 12.957 eV

XYZ file:
```
16
C4H12 | the OMol25 dataset | wB97M-V/def2-TZVPD
C -0.683 -1.637 0.745
C -1.836 -2.324 1.533
H 0.198 -1.472 1.351
H -0.428 -2.208 -0.139
H -1.027 -0.668 0.394
H -2.576 -1.574 1.816
H -1.459 -2.742 2.456
H -2.295 -3.101 0.935
C 1.174 1.558 -1.759
C 1.325 2.388 -0.487
H 2.108 1.025 -1.952
H 0.392 0.819 -1.677
H 0.987 2.121 -2.669
H 1.158 1.750 0.381
H 2.318 2.828 -0.463
H 0.644 3.236 -0.465
```

Version 4
This record from the OMol25 dataset describes a cluster of 2 separate species, C4H12 in total. The level of theory is wB97M-V/def2-TZVPD.

Values from the calculation:
* charge: 0
* SMILES: CC.CC
* E_LUMO: 1.151 eV
* frontier orbital gap: 12.464 eV

XYZ file:
```
16
C4H12 | the OMol25 dataset | wB97M-V/def2-TZVPD
C -1.666 -1.138 -1.935
C -0.139 -1.060 -1.901
H -2.044 -2.133 -1.732
H -1.963 -0.380 -1.203
H -2.087 -0.722 -2.851
H 0.213 -0.135 -2.350
H 0.453 -1.849 -2.394
H 0.197 -1.298 -0.886
C 1.359 1.700 1.942
C 0.415 0.491 1.771
H 2.412 1.401 1.957
H 1.358 2.458 1.163
H 1.105 2.085 2.923
H 0.279 0.124 2.797
H 0.716 -0.342 1.147
H -0.609 0.797 1.553
```

What is the most stable structure shown above? It is version 3.